Formula: C3H7N2S
Source: OMol25
Level of theory: wB97M-V/def2-TZVPD

Calculated values
Total charge   +1
Relative energy (zero: lowest compared OMol25 entry of this formula, charge and spin)   37.2 kcal per mole
Frontier orbital gap (alpha / beta)   0.31386 / 0.31389 Eh

Atoms and positions in Å:
C -1.20 -0.56 0.39
C -0.71 0.73 0.41
C 1.56 0.80 -0.30
N -0.87 -1.53 -0.44
N 0.35 1.33 -0.24
S 2.03 -0.69 0.18
H -1.97 -0.81 1.06
H -1.14 1.46 1.13
H 2.46 1.41 -0.72
H -1.59 -2.23 -0.60
H -0.21 -1.29 -1.17
H 0.37 2.25 -0.53
H 0.91 -0.88 0.82

Löwdin atomic charge list, values in e, 2 entries: -0.1900, -0.1182